{
  "formula": "C2H32NO15",
  "method": "ωB97M-V/def2-TZVPD",
  "species": ["O", "C", "O", "C", "N", "H", "H", "H", "H", "H", "H", "H", "H", "O", "H", "H", "O", "H", "H", "O", "H", "H", "O", "H", "H", "O", "H", "H", "O", "H", "H", "O", "H", "H", "O", "H", "H", "O", "H", "H", "O", "H", "H", "O", "H", "H", "O", "H", "H", "O"],
  "positions_angstrom": [[-2.507, -3.277, -0.246], [-1.701, -2.387, -0.351], [-1.199, -1.646, 0.651], [-1.228, -1.793, -1.712], [-0.044, -0.761, -1.355], [-1.105, -1.956, 1.590], [-1.124, -2.606, -2.445], [-2.174, -1.231, -2.084], [0.582, -0.515, -2.159], [-0.393, 0.184, -1.017], [0.606, -1.272, -0.794], [2.401, 4.533, -1.431], [3.107, 3.492, -2.347], [2.276, 3.741, -2.046], [0.410, -2.812, 4.437], [0.987, -1.469, 4.610], [0.649, -2.103, 3.943], [-1.091, 2.899, -0.991], [-2.107, 3.456, -0.041], [-1.913, 3.184, -1.007], [-1.603, 1.065, -4.179], [-2.110, -0.060, -3.378], [-1.292, 0.411, -3.531], [-3.428, -0.271, 0.737], [-2.869, 0.384, 1.893], [-3.192, 0.555, 0.978], [2.853, 0.276, 2.484], [4.219, 1.007, 2.365], [3.714, 0.235, 2.075], [1.014, 3.184, 3.458], [-0.300, 3.504, 2.872], [0.103, 3.156, 3.595], [1.508, 1.903, -2.000], [0.393, 2.618, -1.573], [0.613, 1.693, -1.751], [0.749, -4.584, -2.456], [1.228, -3.081, -2.670], [0.702, -3.662, -2.139], [2.766, -0.580, 0.784], [2.258, -1.738, -0.050], [2.387, -0.768, -0.008], [-3.396, 1.810, -2.191], [-4.319, 0.744, -1.430], [-3.734, 0.875, -2.221], [0.531, 1.393, 3.627], [0.307, 1.234, 2.266], [0.615, 0.678, 3.041], [1.735, -2.543, 1.443], [2.044, -3.832, 1.802], [2.077, -3.267, 0.953]],
  "forces_ev_per_a": [[1.10, 0.85, -0.18], [-0.76, -0.67, -0.34], [0.99, 0.29, 1.16], [-2.15, 1.84, 1.17], [-1.57, -1.13, -3.13], [-0.70, -0.32, -1.29], [1.04, 0.69, 0.47], [1.86, -0.49, 0.98], [-1.39, -0.04, 0.26], [0.68, -1.65, -0.19], [0.10, 0.32, 1.51], [-0.06, -1.71, -1.43], [2.60, -0.42, -0.85], [-2.18, 2.47, 2.20], [-1.22, -3.64, 2.33], [-0.30, -0.33, -0.84], [1.45, 3.75, -1.72], [5.76, -2.29, 0.12], [0.24, -0.69, -2.46], [-6.53, 2.94, 2.38], [0.53, -0.07, 0.20], [-0.44, -0.05, 0.16], [-0.07, 0.41, -0.85], [-1.39, -4.35, -1.64], [-0.32, 0.55, -0.85], [1.68, 3.88, 2.56], [-0.59, 0.36, 0.67], [-0.25, -0.31, -0.07], [0.66, 0.11, -0.04], [2.37, 0.56, -0.36], [-1.84, 1.78, -3.20], [-0.46, -1.35, 3.72], [0.92, -0.41, -0.15], [-0.14, -0.16, -0.25], [-0.46, 0.90, 0.45], [0.34, 0.87, 0.02], [0.70, -0.19, -0.81], [-0.54, -0.96, 0.67], [2.28, 0.94, 3.53], [0.88, 0.67, 0.12], [-2.67, -1.63, -4.47], [-0.47, -1.30, 0.41], [0.86, 0.56, -1.11], [-0.38, 0.62, 0.85], [-0.32, 1.16, 2.22], [0.52, -1.64, 0.64], [-0.09, -0.43, -3.08], [-0.73, 1.98, 0.40], [0.56, 0.15, -2.30], [-0.10, -2.43, 2.45]],
  "e_above_lowest_kj_mol": 331.5,
  "lumo_energy_ev": -3.0,
  "homo_lumo_gap_ev": 10.732,
  "charge": 1
}

=====

{
  "formula": "C4H12O3",
  "method": "ωB97M-V/def2-TZVPD",
  "species": ["O", "C", "C", "C", "C", "H", "H", "H", "H", "H", "H", "H", "H", "H", "H", "O", "H", "H", "O"],
  "positions_angstrom": [[-1.012, -0.498, -1.486], [0.122, -0.633, -1.966], [1.282, 0.222, -1.360], [0.790, 1.557, -0.820], [1.803, 2.221, 0.121], [0.385, -1.403, -2.781], [2.107, 0.207, -2.080], [1.503, -0.318, -0.508], [-0.174, 1.493, -0.249], [0.541, 2.167, -1.632], [1.356, 3.008, 0.709], [2.157, 1.443, 0.816], [2.642, 2.631, -0.421], [-2.434, 0.944, 5.604], [-1.241, 0.437, 6.556], [-1.812, 0.215, 5.700], [-2.338, -4.625, -2.762], [-2.600, -4.345, -1.325], [-3.076, -4.723, -2.116]],
  "forces_ev_per_a": [[2.35, -0.91, -1.74], [-1.45, 0.90, 1.47], [-2.05, -0.13, -2.01], [-0.41, 0.01, 1.35], [-0.07, -0.90, -0.17], [-0.50, 0.84, 0.89], [0.07, 0.43, 0.39], [1.14, -1.60, 1.75], [0.87, -0.66, -0.59], [-0.23, 1.28, -1.31], [-0.19, 0.29, 0.11], [0.10, 0.39, -0.08], [0.37, 0.06, -0.07], [0.10, 0.05, 0.17], [-2.03, -0.60, -2.87], [1.93, 0.55, 2.71], [-1.01, -0.27, 0.25], [-1.12, -0.57, -0.85], [2.12, 0.86, 0.61]],
  "e_above_lowest_kj_mol": 123.5,
  "smiles": "CCCC=O.O.O",
  "lumo_energy_ev": 0.8,
  "homo_lumo_gap_ev": 10.659
}

=====

{
  "formula": "C11H15O8PPm",
  "method": "ωB97M-V/def2-TZVPD",
  "species": ["O", "C", "Pm", "O", "C", "C", "O", "C", "O", "C", "O", "C", "C", "O", "P", "O", "C", "C", "O", "C", "C", "H", "H", "H", "H", "H", "H", "H", "H", "H", "H", "H", "H", "H", "H", "H"],
  "positions_angstrom": [[0.141, 0.036, -5.866], [0.137, 0.038, -4.694], [0.159, 0.011, -2.210], [2.214, -2.621, -2.552], [1.528, -1.709, -2.628], [-1.241, 1.783, -2.581], [-1.931, 2.688, -2.545], [-1.626, -1.328, -2.592], [-2.508, -2.055, -2.543], [1.886, 1.393, -2.593], [2.802, 2.133, -2.541], [0.081, 3.868, 1.641], [0.623, 2.701, 0.871], [-0.430, 1.767, 0.867], [0.113, 0.256, 0.332], [-1.335, -0.542, 0.572], [-1.954, -0.305, 1.874], [-0.971, -0.309, 3.004], [1.124, -1.251, 0.296], [0.418, -2.488, 0.386], [1.433, -3.588, 0.558], [-0.788, 4.297, 1.113], [0.883, 4.594, 1.718], [-0.226, 3.535, 2.645], [0.930, 2.964, -0.174], [1.474, 2.219, 1.384], [-2.577, 0.635, 1.852], [-2.641, -1.175, 1.906], [-0.324, 0.571, 3.008], [-1.557, -0.278, 3.905], [-0.380, -1.215, 3.027], [-0.215, -2.389, 1.268], [-0.236, -2.663, -0.526], [2.051, -3.376, 1.445], [0.875, -4.504, 0.719], [2.071, -3.692, -0.342]],
  "forces_ev_per_a": [[-0.04, -0.05, 6.89], [0.07, 0.29, -8.92], [-0.60, -1.68, 3.84], [-2.36, 3.17, -0.43], [5.63, -7.05, -0.79], [-4.77, 6.30, -0.72], [2.11, -2.82, -0.14], [-6.94, -5.21, -0.84], [3.08, 2.53, -0.22], [9.71, 7.96, -0.64], [-5.74, -4.69, -0.39], [0.08, 0.29, -0.03], [1.38, 1.10, 0.34], [0.41, -4.41, -0.28], [-3.05, -0.21, 2.22], [3.21, 1.73, -1.60], [-2.40, 0.12, 0.61], [0.11, 0.14, -0.36], [-1.00, 3.82, -0.93], [-0.31, -1.21, 0.54], [0.25, 0.19, -0.29], [0.39, -0.04, 0.28], [-0.15, 0.41, 0.18], [0.16, 0.23, -0.37], [-0.23, -0.09, 0.55], [-0.01, 0.67, -0.17], [0.76, -0.94, -0.17], [0.27, 0.60, 0.32], [-0.04, -0.03, 0.10], [-0.13, 0.03, 0.59], [0.18, -0.28, 0.10], [-0.22, -0.58, -0.33], [0.44, 0.28, 0.72], [-0.13, -0.17, -0.38], [0.11, -0.31, 0.02], [-0.25, -0.08, 0.69]],
  "e_above_lowest_kj_mol": 675.3,
  "spin_multiplicity": 5,
  "lumo_energy_ev": [-14.6, -14.4],
  "homo_lumo_gap_ev": [5.695, 5.928],
  "charge": 3,
  "s_squared": 6.008
}

=====

{
  "formula": "C22H46Cl30O6SSi",
  "method": "ωB97M-V/def2-TZVPD",
  "species": ["C", "Si", "C", "C", "O", "C", "C", "O", "C", "O", "O", "S", "C", "O", "O", "H", "H", "H", "H", "H", "H", "H", "H", "H", "H", "H", "H", "H", "H", "H", "H", "C", "Cl", "Cl", "H", "H", "C", "Cl", "Cl", "H", "H", "C", "Cl", "Cl", "H", "H", "C", "Cl", "Cl", "H", "H", "C", "Cl", "Cl", "H", "H", "C", "Cl", "Cl", "H", "H", "C", "Cl", "Cl", "H", "H", "C", "Cl", "Cl", "H", "H", "C", "Cl", "Cl", "H", "H", "C", "Cl", "Cl", "H", "H", "C", "Cl", "Cl", "H", "H", "C", "Cl", "Cl", "H", "H", "C", "Cl", "Cl", "H", "H", "C", "Cl", "Cl", "H", "H", "C", "Cl", "Cl", "H", "H"],
  "positions_angstrom": [[3.403, -1.160, -1.261], [2.027, -1.345, -2.566], [2.873, -1.205, -4.269], [1.332, -3.101, -2.379], [0.929, -0.101, -2.237], [-0.248, -0.148, -3.033], [-1.276, 0.799, -2.339], [-2.660, 0.420, -2.526], [-3.003, -0.669, -1.859], [-2.371, -1.146, -1.009], [-4.229, -1.178, -2.244], [-4.260, -2.815, -2.512], [-2.792, -3.380, -3.382], [-5.400, -3.063, -3.330], [-4.394, -3.528, -1.286], [4.088, -2.015, -1.239], [3.946, -0.242, -1.542], [2.947, -0.939, -0.280], [3.446, -0.260, -4.365], [2.164, -1.357, -5.101], [3.579, -2.055, -4.324], [0.744, -3.200, -1.449], [2.190, -3.798, -2.273], [0.748, -3.454, -3.250], [-0.651, -1.168, -3.141], [-0.024, 0.315, -4.011], [-0.988, 0.939, -1.291], [-1.179, 1.787, -2.815], [-1.943, -3.227, -2.697], [-2.649, -2.860, -4.347], [-2.871, -4.463, -3.551], [-1.831, -2.073, 2.047], [-1.633, -1.665, 3.759], [-0.388, -2.853, 1.396], [-2.673, -2.751, 1.943], [-2.013, -1.162, 1.487], [-3.759, 0.633, 5.683], [-4.320, -0.357, 7.037], [-4.065, 2.351, 5.970], [-2.693, 0.484, 5.557], [-4.286, 0.329, 4.784], [-5.291, 5.322, 3.868], [-4.328, 6.333, 2.777], [-6.331, 6.302, 4.905], [-5.910, 4.659, 3.273], [-4.618, 4.743, 4.492], [6.934, -1.116, -3.147], [5.622, 0.003, -3.549], [6.827, -1.695, -1.480], [6.882, -1.969, -3.815], [7.881, -0.601, -3.274], [-5.736, -3.922, 6.718], [-5.133, -5.543, 7.086], [-6.276, -3.796, 5.040], [-6.573, -3.703, 7.372], [-4.938, -3.205, 6.881], [3.076, -5.354, 0.111], [4.047, -4.349, -0.974], [2.018, -4.361, 1.116], [2.465, -6.025, -0.486], [3.738, -5.925, 0.749], [-5.106, -0.456, 1.770], [-5.616, -1.475, 3.119], [-5.439, 1.255, 2.080], [-4.039, -0.580, 1.623], [-5.641, -0.760, 0.876], [4.602, -6.929, 4.091], [5.516, -5.467, 3.703], [3.266, -7.167, 2.959], [5.267, -7.784, 4.035], [4.199, -6.837, 5.094], [-3.291, 10.004, 3.039], [-2.499, 10.534, 4.527], [-2.248, 10.236, 1.630], [-3.532, 8.950, 3.127], [-4.199, 10.582, 2.900], [-1.573, 3.625, 1.659], [-1.424, 2.501, 3.016], [-2.349, 2.855, 0.272], [-2.173, 4.472, 1.969], [-0.584, 3.960, 1.367], [-2.955, -0.031, -6.045], [-1.803, -1.344, -5.746], [-2.109, 1.477, -6.387], [-3.577, -0.295, -6.893], [-3.569, 0.105, -5.160], [9.356, -4.589, 3.878], [9.380, -6.049, 2.883], [8.601, -3.235, 3.030], [8.793, -4.791, 4.783], [10.377, -4.319, 4.128], [1.031, 4.271, -6.188], [1.003, 3.044, -4.914], [0.119, 3.756, -7.613], [0.592, 5.185, -5.803], [2.061, 4.448, -6.478], [5.386, 3.471, -1.659], [6.016, 1.866, -1.282], [4.787, 3.562, -3.323], [4.567, 3.693, -0.982], [6.180, 4.200, -1.533], [0.582, 6.679, 0.659], [0.529, 5.668, -0.792], [-1.015, 6.832, 1.402], [1.260, 6.228, 1.376], [0.936, 7.668, 0.385]],
  "forces_ev_per_a": [[-0.88, 0.97, -0.45], [1.49, -0.35, 0.65], [-0.66, -0.12, 0.14], [-0.26, -0.04, -0.22], [0.01, -1.02, -0.55], [-0.39, 1.19, 0.44], [1.07, 0.63, -0.40], [-0.44, -0.23, -0.63], [-1.00, 1.34, -1.22], [1.80, -1.76, 2.49], [0.70, -0.23, -1.17], [-2.17, -2.63, 0.18], [0.77, 0.82, 0.34], [0.14, 1.31, -1.30], [1.42, 0.70, 1.04], [-0.36, 0.67, 0.11], [0.00, -0.40, 0.23], [0.26, -0.46, -0.20], [-0.78, -0.72, -0.22], [0.24, 0.30, 0.21], [-0.12, 0.41, 0.07], [0.06, 0.05, -0.40], [-0.60, 0.63, -0.25], [0.04, 0.18, 0.39], [0.14, 0.27, -0.02], [-0.17, -0.64, 0.08], [-0.41, -0.44, -0.14], [-0.39, -0.33, 0.15], [-0.16, 0.07, -0.34], [-0.31, -0.32, 0.86], [-0.60, 0.38, 0.28], [-0.12, 0.02, -0.17], [-0.07, 0.03, 0.05], [-0.49, 0.27, 0.02], [0.08, -0.03, 0.08], [0.18, 0.00, 0.04], [0.06, -0.05, -0.21], [0.01, -0.05, -0.02], [0.00, 0.05, 0.01], [-0.02, 0.05, 0.11], [-0.08, 0.03, 0.09], [-0.06, -0.16, 0.14], [0.07, -0.09, -0.12], [0.00, -0.05, 0.00], [0.00, 0.12, -0.04], [0.03, 0.11, -0.03], [0.09, 0.09, -0.15], [0.76, -0.49, -0.67], [0.15, -0.04, 0.01], [-0.09, 0.01, 0.07], [-0.07, 0.04, 0.08], [0.01, 0.10, 0.09], [0.01, 0.02, 0.07], [-0.08, -0.12, 0.17], [-0.02, -0.10, -0.07], [0.03, -0.08, -0.10], [-0.03, -0.06, -0.08], [0.57, -0.69, 0.26], [0.43, -0.35, -0.04], [-0.03, 0.13, -0.03], [0.06, 0.15, 0.00], [-0.02, -0.08, -0.14], [0.13, 0.11, -0.19], [0.04, 0.06, -0.01], [-0.04, 0.09, 0.07], [-0.06, 0.03, 0.08], [0.10, -0.05, 0.11], [0.06, 0.01, 0.03], [-0.07, -0.21, 0.20], [-0.01, 0.06, -0.11], [-0.06, 0.09, -0.08], [-0.09, -0.03, 0.02], [-0.06, -0.02, 0.03], [-0.08, 0.04, -0.05], [0.11, 0.02, 0.03], [0.10, 0.07, 0.00], [-0.03, -0.04, 0.10], [0.04, -0.02, 0.07], [-0.06, 0.07, -0.10], [-0.08, -0.13, 0.01], [-0.01, -0.15, -0.03], [-0.26, 0.20, 0.04], [0.11, 0.19, -0.50], [-0.07, -0.03, 0.02], [0.15, -0.04, -0.03], [0.13, -0.03, 0.05], [0.02, 0.01, 0.11], [0.04, -0.04, 0.06], [-0.01, 0.03, 0.05], [-0.08, -0.02, -0.11], [-0.02, 0.00, -0.12], [0.03, 0.09, 0.01], [0.08, 0.04, 0.07], [0.06, 0.10, -0.01], [-0.08, -0.10, 0.01], [-0.03, -0.12, -0.01], [0.07, 0.03, 0.17], [0.11, 0.62, 0.74], [-0.05, 0.07, -0.02], [-0.04, -0.09, -0.09], [0.01, -0.06, -0.11], [0.10, 0.08, 0.04], [0.07, -0.03, 0.00], [0.10, 0.20, 0.02], [-0.09, -0.06, -0.02], [-0.11, -0.03, -0.05]],
  "lumo_energy_ev": 0.2,
  "homo_lumo_gap_ev": 10.124
}

=====

In order of appearance, energy = -1278.42816, -385.27473, -1978.43303, -15810.71019 Ha.
In order of appearance, molecular weight = 310.3, 108.1, 451.2, 1530.3 g/mol.
In order of appearance, max |F| = 7.5, 3.6, 12.6, 3.5 eV Å⁻¹.